Record 1
{"formula": "C23H25N2O2Os", "method": "ωB97M-V with the def2-TZVPD basis set", "largest_force_ha_per_bohr": 0.10776, "multiplicity": 5, "charge": 1, "homo_energy_ev": [-7.8, -12.1], "symbols": ["H", "C", "O", "C", "H", "N", "H", "H", "C", "H", "C", "C", "H", "H", "C", "C", "H", "O", "C", "C", "N", "H", "H", "C", "H", "H", "C", "H", "H", "H", "C", "H", "C", "H", "C", "C", "H", "C", "H", "C", "Os", "H", "H", "H", "C", "H", "C", "H", "C", "C", "C", "C", "H"], "xyz": [[-0.638, -4.912, -3.800], [-1.360, 1.238, -1.302], [-0.548, -2.799, -4.998], [-2.252, -0.278, -3.709], [-2.441, -0.996, -4.511], [-0.610, -4.126, -3.164], [-0.126, 1.068, -4.871], [-5.721, -4.306, 0.264], [-4.493, -3.951, -1.476], [-5.319, -3.654, -2.122], [-3.632, -4.699, 0.658], [-0.401, -1.724, -2.798], [0.765, -1.065, 2.718], [-1.102, 2.882, 0.212], [-0.696, -4.409, -1.735], [-0.434, 0.649, -2.232], [-2.439, 1.157, -1.378], [2.440, 2.869, 2.605], [-0.649, 2.203, -0.499], [0.099, 0.042, -4.566], [1.571, 1.046, 1.306], [1.162, -0.038, -4.330], [-2.844, 0.759, 1.016], [0.851, 1.155, -1.935], [-0.061, -3.708, -1.171], [0.640, -1.744, -2.423], [-2.046, 0.068, 1.262], [-3.786, -4.986, 1.696], [-0.133, -0.642, -5.381], [-0.864, 1.161, 2.820], [-0.700, -1.805, 1.227], [1.777, 0.757, -2.358], [-2.346, -4.727, 0.124], [-1.489, -5.041, 0.721], [-0.758, -0.319, -3.343], [-1.018, 0.260, 2.230], [1.542, 2.769, -0.579], [-3.198, -3.975, -2.007], [-2.481, -1.655, -0.109], [-4.711, -4.314, -0.145], [-0.172, 0.282, 0.362], [-2.504, 0.727, -4.065], [-2.889, -0.528, -2.853], [-0.265, -5.404, -1.560], [-1.818, -1.189, 0.626], [-3.027, -3.721, -3.054], [-0.525, -2.898, -3.766], [-0.303, -2.803, 1.002], [0.734, 2.135, -0.916], [-0.146, -0.885, 2.151], [-2.120, -4.357, -1.203], [1.985, 1.965, 1.966], [-1.070, -1.924, -1.944]], "lowdin_charge": [0.16, -0.15, 0.05, -0.01, 0.10, 0.07, 0.10, 0.11, -0.08, 0.11, -0.08, -0.06, 0.14, 0.13, -0.14, -0.21, 0.13, 0.12, -0.20, -0.01, -0.02, 0.09, 0.14, -0.03, 0.11, 0.14, -0.19, 0.11, 0.09, 0.14, -0.10, 0.14, -0.08, 0.12, -0.48, -0.19, 0.12, -0.03, 0.13, -0.07, 1.53, 0.10, 0.08, 0.14, -0.15, 0.12, -0.45, 0.12, -0.14, -0.18, -0.23, -0.44, 0.09]}

=====

Record 2
{"formula": "C3H7NO2", "method": "ωB97M-V with the def2-TZVPD basis set", "largest_force_ha_per_bohr": 0.03382, "multiplicity": 1, "charge": 0, "homo_energy_ev": -8.4, "symbols": ["H", "H", "H", "H", "C", "H", "H", "O", "H", "C", "N", "C", "O"], "xyz": [[0.952, -1.003, 0.030], [1.075, 0.740, -1.820], [0.858, 0.303, 1.230], [-2.105, -2.015, 0.457], [0.755, 0.058, 0.182], [-1.456, -0.454, -1.010], [2.519, 0.596, -0.819], [-0.865, 1.109, 0.191], [1.387, 1.964, -0.576], [-1.724, -1.079, 0.910], [-1.150, -0.266, -0.056], [1.465, 0.908, -0.815], [-1.710, -0.863, 2.096]], "lowdin_charge": [0.10, 0.08, 0.11, 0.13, -0.04, 0.15, 0.09, -0.17, 0.08, -0.34, -0.15, -0.10, 0.05]}

=====

Record 3
{"formula": "C4H11NO2S", "method": "ωB97M-V with the def2-TZVPD basis set", "largest_force_ha_per_bohr": 0.06560, "multiplicity": 1, "charge": -2, "homo_energy_ev": 0.0, "symbols": ["S", "H", "H", "C", "C", "O", "H", "N", "H", "H", "H", "H", "H", "H", "C", "O", "H", "C", "H"], "xyz": [[2.459, -2.124, -1.142], [-0.934, 1.255, -0.589], [-0.995, -0.890, -1.481], [-0.190, 0.411, 1.203], [0.747, -0.769, 0.710], [-1.350, 3.151, 1.312], [2.388, 0.264, -0.288], [-1.245, 0.908, 0.317], [-2.053, -0.382, -0.692], [-2.792, 2.174, 0.239], [-2.584, 1.459, 1.907], [0.017, -1.546, 0.654], [-0.821, 0.031, 2.058], [1.486, -0.968, 1.509], [-2.094, 2.072, 1.071], [-1.904, -0.871, -1.562], [0.510, 1.169, 1.401], [1.610, -0.526, -0.550], [0.753, -0.298, -1.274]], "lowdin_charge": [-0.09, 0.08, -0.07, -0.27, -0.34, -0.35, 0.05, -0.13, 0.02, 0.05, 0.08, 0.06, 0.11, 0.08, -0.52, -0.12, 0.07, -0.74, 0.03]}

=====

Record 4
{"formula": "C24H58ClN6O8", "method": "ωB97M-V with the def2-TZVPD basis set", "largest_force_ha_per_bohr": 0.10199, "multiplicity": 2, "charge": 0, "homo_energy_ev": [-7.8, -7.8], "symbols": ["H", "H", "C", "H", "C", "H", "H", "O", "H", "H", "N", "C", "H", "H", "O", "C", "H", "H", "C", "C", "C", "H", "H", "C", "H", "H", "C", "N", "C", "H", "O", "O", "H", "H", "H", "H", "C", "H", "C", "H", "C", "H", "C", "N", "H", "H", "O", "C", "H", "H", "H", "C", "N", "H", "C", "H", "H", "H", "Cl", "H", "H", "C", "O", "H", "H", "C", "H", "H", "H", "H", "C", "O", "C", "H", "H", "H", "H", "C", "H", "C", "H", "H", "H", "H", "H", "H", "H", "H", "H", "O", "H", "H", "H", "N", "N", "C", "H"], "xyz": [[-0.748, -5.275, -4.959], [7.162, 1.699, 0.934], [-3.869, 2.387, 0.235], [-2.924, -1.138, -1.937], [-4.241, 2.453, -2.994], [-2.093, -4.869, -5.988], [-0.806, -2.323, -1.384], [0.972, -0.145, -0.507], [3.411, -5.852, -0.265], [-4.501, 3.486, -3.225], [5.348, 0.440, 0.695], [5.028, -0.261, 5.345], [-3.160, 2.447, -2.859], [-1.591, 0.007, -2.273], [1.277, 1.285, 1.264], [-7.399, 3.464, -0.477], [-3.361, 4.379, 0.875], [0.618, 6.756, -0.921], [0.129, 4.464, 0.474], [-6.241, 2.714, 0.220], [4.666, 1.246, -0.119], [-7.639, 3.016, -1.442], [5.677, 0.540, 5.731], [-2.294, -4.634, -0.701], [-6.193, 3.118, 1.232], [5.077, 1.986, 4.291], [1.454, 6.313, -0.380], [-5.026, 2.819, -0.613], [-1.067, -2.241, -2.440], [1.869, -3.769, -1.025], [5.037, 2.404, -0.404], [3.220, -3.857, 2.829], [-2.821, -3.085, -4.584], [5.227, -1.770, 0.932], [-2.535, 3.106, 1.672], [3.735, -0.906, 0.824], [2.241, 4.074, -0.598], [-0.111, -1.979, -2.894], [-5.091, 1.960, -1.808], [-1.792, -5.601, -0.745], [-1.784, -4.939, -4.945], [-3.996, 1.406, 0.694], [6.686, 0.744, 1.157], [-1.612, -3.573, -2.907], [1.922, -2.703, 1.857], [0.450, 4.344, 1.509], [5.157, -1.446, 5.639], [3.033, -5.752, 0.752], [-4.906, 0.899, -1.639], [4.688, -0.897, 2.323], [-4.415, 1.980, -3.960], [4.068, 1.604, 4.131], [4.005, 0.249, 4.630], [3.036, -1.598, 4.585], [-2.751, -4.029, -2.117], [-1.170, -2.733, -4.808], [0.874, -5.108, -0.540], [-0.279, 3.478, 0.252], [0.356, 0.393, 0.703], [-1.621, -3.905, -0.250], [2.526, -0.584, 3.228], [1.342, -4.195, -0.171], [-0.871, 1.033, 0.437], [0.564, -3.479, 0.094], [1.370, 6.603, 0.668], [-1.829, -3.471, -4.351], [1.977, -0.260, 4.813], [7.289, -0.049, 0.716], [2.400, 6.683, -0.776], [-2.317, -5.706, -4.382], [2.511, -3.630, 1.934], [0.280, -0.534, 1.736], [4.743, -0.842, 1.236], [-4.269, 3.481, 2.089], [-3.355, -4.712, -2.715], [-3.026, 2.166, -0.420], [-2.529, -0.993, -3.492], [-3.521, 3.389, 1.302], [3.879, -5.775, 1.439], [2.866, -0.570, 4.264], [3.336, 2.216, 4.657], [-7.082, 4.473, -0.739], [-6.462, 1.657, 0.370], [-3.399, -3.169, -1.947], [-0.731, 5.128, 0.555], [-8.254, 3.385, 0.194], [3.866, 1.545, 3.061], [-6.103, 1.998, -2.212], [-3.173, -4.844, -0.092], [3.364, 4.434, -0.953], [2.316, -6.553, 0.932], [1.975, 3.023, -0.405], [6.764, 0.515, 2.220], [1.214, 4.905, -0.372], [2.317, -4.456, 0.884], [-2.024, -0.960, -2.527], [3.657, 0.874, -0.354]], "lowdin_charge": [0.08, 0.09, -0.27, 0.07, -0.09, 0.08, 0.09, -0.39, 0.08, 0.07, -0.17, -0.35, 0.06, 0.09, -0.37, -0.09, 0.08, 0.09, -0.07, -0.26, -0.32, 0.05, 0.13, -0.01, 0.10, 0.08, -0.06, -0.16, -0.14, 0.09, -0.02, 0.07, 0.14, 0.08, 0.07, 0.07, -0.32, 0.13, -0.26, 0.08, -0.03, 0.11, -0.05, 0.03, 0.13, 0.09, -0.01, -0.03, 0.10, 0.07, 0.06, -0.04, -0.20, 0.08, -0.14, 0.13, 0.07, 0.06, 0.55, 0.05, 0.06, -0.07, -0.35, 0.06, 0.09, -0.17, 0.09, 0.08, 0.09, 0.07, -0.39, -0.35, -0.02, 0.06, 0.12, 0.09, 0.07, -0.08, 0.09, -0.05, 0.09, 0.08, 0.11, 0.13, 0.08, 0.07, 0.08, 0.09, 0.08, 0.00, 0.08, 0.12, 0.08, -0.20, -0.17, -0.01, 0.12]}